Entry 1:
{"formula": "C18H35FN3O6P", "method": "ωB97M-V/def2-TZVPD", "lumo_ev": -1.36, "homo_ev": -6.48, "fmax_ha_per_bohr": 0.0115, "species": ["P", "F", "O", "O", "O", "O", "O", "O", "N", "N", "N", "C", "C", "C", "C", "C", "C", "C", "C", "C", "C", "C", "C", "C", "C", "C", "C", "C", "C", "H", "H", "H", "H", "H", "H", "H", "H", "H", "H", "H", "H", "H", "H", "H", "H", "H", "H", "H", "H", "H", "H", "H", "H", "H", "H", "H", "H", "H", "H", "H", "H", "H", "H", "H"], "coordinates": [[1.3928, 1.5015, 4.0307], [5.5889, -4.5386, 0.7332], [4.7209, -1.9553, 1.7635], [-4.9989, 1.6681, -3.6166], [0.2006, 2.5751, 3.9777], [2.5978, 1.9596, 3.3584], [1.4830, 1.0353, 5.5476], [5.5091, -2.7343, 3.7086], [-3.8640, -0.2311, -4.1279], [1.5413, -0.3412, 0.9566], [-1.5333, 0.6779, 1.0919], [3.8581, -4.0843, 2.6169], [-4.8930, -0.8653, -4.9554], [1.5602, 0.2386, -0.3931], [0.0961, 3.8408, -0.5826], [-0.1722, 1.2168, 1.0257], [4.7630, -2.9219, 2.7943], [0.7327, 0.0127, 3.2171], [-2.8394, -1.1579, -3.6457], [-4.3928, 0.3760, -1.7290], [2.4433, -1.4528, 1.2794], [-4.4358, 0.6838, -3.2126], [1.0784, 2.6565, -0.6115], [-1.4862, -0.4665, -3.3975], [0.4188, 1.2767, -0.4200], [3.7676, -0.9645, 1.8932], [-1.0314, -0.3640, -1.9267], [0.7493, 0.2716, 1.7522], [-0.6524, 1.0676, -1.5126], [2.6666, -1.9799, 0.3535], [0.0479, 4.3479, -1.5448], [-0.2117, 2.2007, 1.4917], [-1.8483, -0.7231, -1.2940], [-4.4132, -1.4114, -5.7669], [-4.5936, -0.6771, -1.5274], [1.3685, -0.8323, 3.4786], [0.4088, 4.5861, 0.1486], [3.7863, -4.6209, 3.5635], [2.8535, -3.8236, 2.2749], [3.6363, -0.6415, 2.9338], [-1.5635, 1.5557, -1.1664], [-0.2053, -1.0578, -1.7692], [1.9130, -2.1346, 1.9412], [-5.1497, 0.9935, -1.2522], [-0.9190, 3.5354, -0.3222], [2.5229, 0.7503, -0.4762], [-1.5612, -0.2840, 0.7681], [-1.5547, 0.5287, -3.8431], [-0.5141, 2.4483, 4.6123], [-5.5161, -1.5695, -4.3874], [-0.3298, 1.6227, -2.3977], [1.2245, 1.6902, 6.2061], [4.1204, -0.0973, 1.3285], [-0.7175, -1.0005, -3.9576], [-0.2821, -0.1728, 3.5732], [1.6032, 2.6306, -1.5697], [-3.1596, -1.7134, -2.7523], [1.8420, 2.7847, 0.1620], [-2.7238, -1.8963, -4.4382], [-5.5280, -0.0972, -5.3888], [-3.4268, 0.6348, -1.2929], [1.5604, -0.5415, -1.1494], [-1.8943, 0.6862, 2.0386], [4.3553, -4.7021, 1.8059]]}

=====

Entry 2:
{"formula": "C18H35N6OPb", "method": "ωB97M-V/def2-TZVPD", "lumo_ev": -7.72, "homo_ev": -17.15, "fmax_ha_per_bohr": 0.0617, "total_charge": 3, "species": ["Pb", "O", "N", "N", "N", "N", "N", "N", "C", "C", "C", "C", "C", "C", "C", "C", "C", "C", "C", "C", "C", "C", "C", "C", "C", "C", "H", "H", "H", "H", "H", "H", "H", "H", "H", "H", "H", "H", "H", "H", "H", "H", "H", "H", "H", "H", "H", "H", "H", "H", "H", "H", "H", "H", "H", "H", "H", "H", "H", "H", "H"], "coordinates": [[0.0849, 0.4824, 0.2937], [2.3664, 1.2502, 0.7945], [1.1415, -1.0718, -5.3894], [1.1055, -0.0470, -2.6094], [0.4363, -1.6108, 1.7489], [-2.0605, -0.8263, 0.6681], [-0.6273, 1.0976, 2.5977], [-1.9762, 1.9389, 0.1300], [-0.8172, -0.0909, 3.3945], [-3.3123, 1.1890, 0.0651], [-1.7333, 2.0362, 2.5829], [3.8170, 2.5897, 2.2087], [-4.3999, -1.0006, 0.8139], [1.6190, -1.4083, -3.0111], [4.6882, 0.5995, 0.9740], [-4.2797, -2.3497, 1.1836], [0.2294, -1.1997, 3.1708], [-3.0156, -2.9752, 1.1772], [-3.2904, -0.2414, 0.5327], [-1.7878, 2.8719, 1.3172], [0.4572, 0.2517, -5.0325], [-0.5207, -2.6049, 1.2396], [2.2681, -1.4217, -4.4042], [3.4841, 1.4128, 1.3148], [-1.9107, -2.1358, 1.0182], [0.0383, 0.3793, -3.5424], [3.4228, 3.4612, 1.7063], [3.3425, 2.6358, 3.1681], [-1.9597, 2.5366, -0.6837], [0.4369, -1.7743, -5.3941], [0.2152, 1.5396, 2.9665], [-2.6771, 1.5067, 2.7514], [-0.8007, 3.3829, 1.2785], [1.1423, -0.7772, 3.5352], [1.5276, -1.0360, -6.3631], [-0.7385, 0.2017, 4.4391], [3.0799, -0.5896, -4.4931], [-2.5668, 3.6419, 1.4083], [-0.1698, 1.4263, -3.3107], [-5.3229, -0.4648, 0.7575], [5.2513, 0.3657, 1.8785], [-1.7924, -0.5114, 3.2930], [1.1943, 0.9999, -5.2354], [-0.1001, -2.9536, 0.2384], [1.3759, -2.0632, 1.6781], [-0.3880, 0.3345, -5.6833], [0.8323, -2.2246, -2.9268], [-0.9130, -0.1483, -3.4052], [-3.6667, 1.2384, -0.9955], [4.4863, -0.3005, 0.4060], [-2.8595, -4.0067, 1.4692], [-5.1696, -2.8772, 1.5623], [-0.5185, -3.5145, 1.8003], [1.8616, 0.5859, -2.6866], [-0.0884, -2.0623, 3.7926], [-4.0644, 1.7499, 0.6165], [5.3575, 1.1958, 0.3731], [2.2962, -1.6761, -2.2055], [2.7000, -2.3890, -4.6956], [-1.6307, 2.7220, 3.4330], [4.8999, 2.7293, 2.2897]]}

=====

Entry 3:
{"formula": "C18H35NO6S", "method": "ωB97M-V/def2-TZVPD", "lumo_ev": -0.22, "smiles": "O=S1(=O)CCCC1.CC(C)=O.CC(C)=O.CC(C)=O.CC(C)=O.CC#N", "homo_ev": -9.40, "relative_energy_ev": 0.000, "fmax_ha_per_bohr": 0.1069, "species": ["S", "O", "O", "O", "O", "O", "O", "N", "C", "C", "C", "C", "C", "C", "C", "C", "C", "C", "C", "C", "C", "C", "C", "C", "C", "C", "H", "H", "H", "H", "H", "H", "H", "H", "H", "H", "H", "H", "H", "H", "H", "H", "H", "H", "H", "H", "H", "H", "H", "H", "H", "H", "H", "H", "H", "H", "H", "H", "H", "H", "H"], "coordinates": [[-1.4345, -1.4344, -1.0583], [3.2877, -5.6247, 4.3322], [-1.9770, 7.7732, 3.7355], [-0.5246, -1.1899, -2.2009], [-0.4843, 3.6319, -5.7978], [-3.7457, -7.5145, -6.2488], [-2.5988, -2.3498, -1.1435], [7.0912, 6.0472, 1.3804], [1.8877, -6.4416, 6.1295], [4.0848, -5.2217, 6.5439], [-1.8101, 0.0310, 0.0036], [-2.5404, 6.0953, 2.1303], [3.0234, -5.7004, 5.5181], [-0.7436, -0.0645, 1.1130], [6.1287, 5.6041, 1.7069], [0.6757, 3.6297, -5.3720], [-0.5188, -1.4671, 1.5015], [1.1524, 4.3963, -4.1598], [-4.5426, -6.5748, -4.3348], [1.6215, 2.7602, -6.1178], [-2.8481, 8.6409, 1.8018], [-3.4699, -6.9651, -5.2310], [-2.4977, 7.4805, 2.6771], [4.8404, 5.0642, 2.1121], [-0.2672, -2.1901, 0.1597], [-2.0004, -6.8193, -4.8558], [-1.6622, -5.7836, -4.8238], [4.7393, -4.4684, 6.1053], [5.0478, 4.0707, 2.5098], [2.4515, 2.5748, -5.4361], [-3.2754, 5.4826, 2.6523], [-2.8435, 6.0360, 1.0850], [-1.2248, 0.5219, 1.8957], [4.1243, 4.8827, 1.3106], [3.6008, -4.8297, 7.4384], [1.8617, 3.2325, -7.0704], [1.0830, 1.8165, -6.2042], [0.3224, -1.6341, 2.1742], [0.9336, 3.8129, -3.2654], [-1.6940, -7.3467, -3.9524], [-1.5513, -7.3355, -5.7043], [0.9693, -6.0704, 5.6747], [-2.8610, -0.0885, 0.2672], [1.6936, -6.3026, 7.1930], [-5.4897, -6.8620, -4.7916], [-2.4355, 9.5752, 2.1826], [-0.2991, -3.2748, 0.0570], [0.6631, 5.3703, -4.1536], [-3.9356, 8.6933, 1.7497], [4.3524, 5.8689, 2.6621], [-4.3216, -7.0297, -3.3692], [-4.6758, -5.4954, -4.2635], [0.7521, -1.8731, -0.0607], [-1.5308, 5.6849, 2.1131], [0.1217, 0.5537, 0.8741], [2.1249, -7.4886, 5.9407], [4.7258, -5.9964, 6.9647], [-2.5872, 8.3771, 0.7769], [-1.4399, -1.8233, 1.9629], [-1.7492, 0.9554, -0.5708], [2.2200, 4.5969, -4.2492]]}

=====

Copy entry 1 word for word.
{"formula": "C18H35FN3O6P", "method": "ωB97M-V/def2-TZVPD", "lumo_ev": -1.36, "homo_ev": -6.48, "fmax_ha_per_bohr": 0.0115, "species": ["P", "F", "O", "O", "O", "O", "O", "O", "N", "N", "N", "C", "C", "C", "C", "C", "C", "C", "C", "C", "C", "C", "C", "C", "C", "C", "C", "C", "C", "H", "H", "H", "H", "H", "H", "H", "H", "H", "H", "H", "H", "H", "H", "H", "H", "H", "H", "H", "H", "H", "H", "H", "H", "H", "H", "H", "H", "H", "H", "H", "H", "H", "H", "H"], "coordinates": [[1.3928, 1.5015, 4.0307], [5.5889, -4.5386, 0.7332], [4.7209, -1.9553, 1.7635], [-4.9989, 1.6681, -3.6166], [0.2006, 2.5751, 3.9777], [2.5978, 1.9596, 3.3584], [1.4830, 1.0353, 5.5476], [5.5091, -2.7343, 3.7086], [-3.8640, -0.2311, -4.1279], [1.5413, -0.3412, 0.9566], [-1.5333, 0.6779, 1.0919], [3.8581, -4.0843, 2.6169], [-4.8930, -0.8653, -4.9554], [1.5602, 0.2386, -0.3931], [0.0961, 3.8408, -0.5826], [-0.1722, 1.2168, 1.0257], [4.7630, -2.9219, 2.7943], [0.7327, 0.0127, 3.2171], [-2.8394, -1.1579, -3.6457], [-4.3928, 0.3760, -1.7290], [2.4433, -1.4528, 1.2794], [-4.4358, 0.6838, -3.2126], [1.0784, 2.6565, -0.6115], [-1.4862, -0.4665, -3.3975], [0.4188, 1.2767, -0.4200], [3.7676, -0.9645, 1.8932], [-1.0314, -0.3640, -1.9267], [0.7493, 0.2716, 1.7522], [-0.6524, 1.0676, -1.5126], [2.6666, -1.9799, 0.3535], [0.0479, 4.3479, -1.5448], [-0.2117, 2.2007, 1.4917], [-1.8483, -0.7231, -1.2940], [-4.4132, -1.4114, -5.7669], [-4.5936, -0.6771, -1.5274], [1.3685, -0.8323, 3.4786], [0.4088, 4.5861, 0.1486], [3.7863, -4.6209, 3.5635], [2.8535, -3.8236, 2.2749], [3.6363, -0.6415, 2.9338], [-1.5635, 1.5557, -1.1664], [-0.2053, -1.0578, -1.7692], [1.9130, -2.1346, 1.9412], [-5.1497, 0.9935, -1.2522], [-0.9190, 3.5354, -0.3222], [2.5229, 0.7503, -0.4762], [-1.5612, -0.2840, 0.7681], [-1.5547, 0.5287, -3.8431], [-0.5141, 2.4483, 4.6123], [-5.5161, -1.5695, -4.3874], [-0.3298, 1.6227, -2.3977], [1.2245, 1.6902, 6.2061], [4.1204, -0.0973, 1.3285], [-0.7175, -1.0005, -3.9576], [-0.2821, -0.1728, 3.5732], [1.6032, 2.6306, -1.5697], [-3.1596, -1.7134, -2.7523], [1.8420, 2.7847, 0.1620], [-2.7238, -1.8963, -4.4382], [-5.5280, -0.0972, -5.3888], [-3.4268, 0.6348, -1.2929], [1.5604, -0.5415, -1.1494], [-1.8943, 0.6862, 2.0386], [4.3553, -4.7021, 1.8059]]}